Molecular formula: C33H89N3O19
Method: DFT, ωB97M-V/def2-TZVPD

Last column: Mulliken charge in e.
CARTESIAN COORDINATES (ANGSTROEM)
H (-9.7850, -4.0056, 19.1537)  0.310
H (-11.2324, 14.7883, 19.7767)  0.296
H (-10.6638, 6.8936, 13.6757)  0.232
H (-12.3818, 12.6365, 11.9297)  0.146
O (-12.7307, -0.7453, 15.0105)  -0.339
C (-12.1145, 7.4749, 11.2253)  -0.601
H (-17.7668, 5.3949, 11.1921)  0.256
H (-10.2737, -5.1325, 17.9786)  0.278
H (-16.7298, 9.0681, 22.0821)  0.290
C (-10.6193, -4.6585, 18.8973)  -0.834
H (-8.0666, 11.9667, 2.4584)  0.301
H (-12.8603, 14.1993, 11.2640)  0.237
H (-15.4295, 9.7907, 21.3588)  0.259
H (-7.8349, 10.9885, 10.8180)  0.252
H (-5.5584, 7.1429, 12.0654)  0.143
H (-17.8194, 13.9517, 21.7965)  0.329
H (-10.6854, -5.5093, 19.5754)  0.303
C (-6.4096, 8.7153, 0.6357)  -0.599
C (-5.1194, 6.2422, 11.6363)  -0.376
H (-11.4963, 0.0703, 13.4730)  0.241
H (-19.5343, 8.6440, 19.2080)  0.214
O (-10.0209, 6.8066, 10.4043)  -0.292
H (-3.4905, 6.7364, 3.1292)  0.349
H (-11.9020, 14.1262, 13.4153)  0.302
H (-13.8150, 8.8599, 23.1546)  0.317
H (-18.4209, 4.9388, 12.7093)  0.253
H (-12.0129, -2.5865, 19.8208)  0.343
H (-12.9178, 1.0555, 13.9470)  0.306
H (-10.0940, 8.2046, 11.9198)  0.312
H (-9.8866, 5.6687, 8.6736)  0.250
O (-16.7095, 12.7111, 23.1385)  -0.322
H (-12.5768, 7.4192, 10.2397)  0.597
H (-10.5023, 6.1302, 21.4638)  0.235
C (-14.8751, 8.6202, 23.0711)  -1.274
C (-12.5284, 7.8852, 14.2620)  -0.154
H (-13.9440, -3.8874, 17.8657)  0.305
H (-18.4447, 14.0234, 23.3587)  0.279
C (-7.2965, 10.0134, 0.9060)  -0.659
H (-7.0341, 9.6116, 10.2236)  0.224
N (-12.2732, 6.4102, 12.2047)  -0.248
C (-6.9722, 9.1770, 16.4462)  -0.560
H (-14.1234, 13.0689, 11.9598)  0.211
H (-6.2041, 6.4141, 1.6905)  0.365
H (-11.8872, 9.6353, 15.9165)  0.316
H (-4.1318, 6.3593, 11.1902)  0.208
H (-7.8969, 9.5099, 15.9750)  0.216
H (-6.5887, 5.6508, 4.8512)  0.312
H (-7.3236, 8.4244, 17.1520)  0.264
H (-7.2081, 6.7161, 3.6587)  0.272
O (-11.4647, 14.1901, 20.4907)  -0.506
C (-5.2473, 6.9265, 1.7912)  -0.578
H (-15.0950, 5.5065, 17.2084)  0.316
H (-12.3357, 12.3968, 20.4230)  0.173
H (-13.4805, 13.7958, 20.0483)  0.215
N (-13.4389, -1.7871, 17.6958)  -0.385
C (-18.8526, 8.4174, 18.3882)  -0.662
C (-6.8342, 10.5746, 10.6934)  -0.580
C (-15.6008, 4.9274, 17.9810)  -0.144
O (-12.0785, 7.6920, 15.5601)  -0.265
C (-6.6153, 6.7045, 4.5733)  -0.624
C (-13.1033, 13.4488, 12.0162)  -0.383
H (-11.9702, 8.7456, 13.8929)  0.200
O (-5.8586, 5.7536, 10.5042)  -0.521
C (-10.6544, 7.8990, 11.0363)  -0.593
H (-6.4382, 11.0337, 9.7876)  0.306
C (-17.4926, 13.9301, 22.8362)  -0.669
H (-5.8758, 8.7026, 2.5309)  0.310
H (-14.2566, 3.4338, 18.7179)  0.318
H (-12.9639, -4.0815, 20.0904)  0.451
H (-7.0347, 7.3477, 5.3469)  0.207
H (-8.9037, 5.8000, 22.7374)  0.306
H (-12.3509, 13.1736, 18.8443)  0.253
H (-6.1700, 10.1564, 12.5560)  0.284
H (-5.0413, 8.5980, 16.1971)  0.280
H (-7.9778, 10.1387, 0.0644)  0.420
H (-9.5517, 11.1954, 1.9845)  0.299
H (-19.4066, 7.8768, 17.6208)  0.365
H (-4.5240, 5.4973, 3.3150)  0.363
H (-14.0948, 0.4347, 16.1145)  0.326
C (-15.8107, 9.5845, 22.3590)  -0.076
C (-12.4976, 13.3452, 19.9107)  -0.430
O (-16.3012, 5.2162, 12.6423)  -0.446
H (-11.7221, 8.5016, 17.3281)  0.249
H (-14.3289, -2.6148, 15.9908)  0.375
C (-12.5630, -3.3970, 19.3428)  -0.659
C (-9.9738, 5.1831, 21.3550)  -0.577
H (-11.9378, 5.8268, 14.1561)  0.438
O (-18.0208, 7.3519, 18.8365)  -0.318
O (-8.6772, 5.5483, 21.8390)  -0.503
H (-12.5015, -2.0188, 17.3997)  0.269
O (-11.7511, -4.0026, 18.4857)  -0.262
C (-8.6508, 11.0548, 2.5817)  -0.749
H (-12.5403, 8.4369, 11.5106)  0.376
O (-15.9590, 10.8340, 22.9384)  -0.294
H (-11.2676, 5.4277, 9.5619)  0.344
C (-12.2913, 8.7672, 16.4372)  -0.719
O (-5.2777, 7.2097, 4.2544)  -0.372
H (-4.5645, 6.5615, 1.0239)  0.360
C (-14.3098, -1.7020, 16.5862)  -0.636
H (-10.0222, 4.6020, 20.4341)  0.264
H (-13.8220, 4.9895, 19.4015)  0.296
H (-10.9624, 6.9607, 8.4726)  0.321
O (-5.9721, 10.7499, 11.8279)  -0.487
O (-16.6232, 5.7511, 18.6054)  -0.275
H (-14.6812, -0.4535, 14.7992)  0.428
O (-5.7871, 8.7767, 15.6197)  -0.498
N (-5.4560, 8.3438, 1.6852)  -0.362
H (-6.6909, 10.9147, 0.9996)  0.380
C (-11.7354, 6.7239, 13.5710)  -1.072
O (-7.8975, 9.8807, 2.2196)  -0.275
H (-16.1402, 4.0728, 17.5726)  0.243
C (-16.7274, 11.7487, 22.3252)  0.787
H (-5.1154, 5.4670, 12.4025)  0.248
H (-11.5761, 0.9723, 14.9793)  0.287
H (-7.0904, 7.8816, 0.4637)  0.354
C (-17.5606, 4.7706, 12.0614)  -0.570
O (-17.3012, 11.6300, 21.3262)  -0.542
H (-16.8703, 14.7806, 23.1145)  0.247
C (-12.1561, 0.3563, 14.2921)  -0.736
H (-18.3254, 9.2984, 18.0223)  0.271
H (-15.2624, 4.2087, 19.9930)  0.314
H (-5.9853, 8.9007, -0.3510)  0.300
C (-10.6300, 6.2449, 9.2244)  -0.851
C (-17.2910, 6.6632, 17.9284)  0.751
H (-13.5725, 8.0287, 13.9837)  0.339
H (-15.2370, 8.4477, 24.0847)  0.315
H (-10.5289, 4.4571, 21.9491)  0.276
C (-14.6657, 4.3710, 19.0953)  -1.093
H (-10.6330, 8.7316, 10.3333)  0.291
O (-12.8324, 13.9270, 13.2878)  -0.512
H (-6.8184, 5.7688, 10.5160)  0.297
H (-9.0480, 10.9168, 3.5873)  0.238
H (-14.8421, 7.6561, 22.5637)  0.357
H (-16.5556, 5.9509, 13.2053)  0.289
H (-13.2155, 6.0550, 12.2810)  0.265
H (-6.6280, 10.0338, 17.0256)  0.303
O (-17.3191, 6.7534, 16.6781)  -0.602
H (-13.2918, 9.0149, 16.7917)  0.259
H (-15.3145, -1.4983, 16.9565)  0.359
C (-13.9600, -0.5239, 15.6135)  -0.554
H (-14.5600, -2.8726, 19.1694)  0.379
C (-13.7368, -3.0021, 18.4668)  -0.551
C (-4.5675, 6.5789, 3.1876)  -0.610
H (-17.4994, 3.6976, 11.8799)  0.216

SMILES: CCOC(=O)OC.CCOC(=O)OC.COCCNCCOC.COCCNCCOC.COCCNCCOC.CO.CO.CO.CO.CO.CO.CO
F_max (eV Å⁻¹): 5.90

Molecular formula: C33H8BCo2F15O6
Method: DFT, ωB97M-V/def2-TZVPD

Last column: Mulliken charge in e.
CARTESIAN COORDINATES (ANGSTROEM)
C (-0.3251, 2.8965, -0.2359)  1.530
C (-2.3951, 0.4310, -4.6059)  0.517
C (-0.6010, 1.7961, -3.8176)  0.202
C (4.3295, 1.0273, -1.9062)  0.735
H (0.6555, -1.8552, 4.0287)  0.663
H (-3.4796, -4.4354, 0.9228)  0.433
F (5.6092, 0.7630, -2.1789)  -0.321
F (-0.4942, 6.2664, 2.1081)  -0.285
C (-0.6129, 5.0489, 1.5437)  0.442
C (2.0009, 0.4662, -2.1838)  -0.416
F (3.6905, -1.0573, -2.8133)  -0.399
B (0.1079, 2.0880, -1.4706)  0.300
F (-2.4546, 3.4850, -1.1595)  -0.295
C (-2.3140, -1.3969, 1.7634)  0.829
F (-3.8528, -0.6027, -3.0452)  -0.312
Co (1.4494, -3.7947, 2.4473)  0.166
C (-3.4840, -0.6394, 1.8602)  -0.431
C (-0.9230, 1.5220, -2.4813)  0.821
F (-3.1500, -0.0561, -5.6165)  -0.288
C (2.8768, -0.5133, 2.6952)  -0.743
C (-2.3069, -2.7245, 1.2978)  -0.400
C (-2.7707, 0.1744, -3.2873)  0.167
O (1.9368, -5.4122, 0.0935)  -0.377
C (-4.7044, -2.6879, 1.4614)  -0.533
C (-0.9694, -0.7359, 1.4739)  1.269
C (0.8033, -2.0088, 2.9571)  -1.059
C (0.7708, -4.9969, 3.5224)  0.223
C (-1.5707, 4.8431, 0.5567)  0.193
C (0.2555, -1.3259, 1.9344)  0.335
C (3.5068, -1.5538, 0.7288)  -0.315
C (3.9591, 2.2786, -1.4399)  0.426
C (1.6958, -4.7382, 1.0056)  0.292
O (0.3621, -5.8609, 4.1823)  -0.379
C (3.3392, 0.1268, -2.2853)  0.439
C (1.6020, 1.7147, -1.6735)  0.957
H (-3.4089, 0.4483, 1.7968)  0.388
C (-4.6900, -1.3245, 1.7592)  -0.686
C (0.3494, 4.0773, 1.8053)  0.126
H (-1.0020, -0.9474, 0.4244)  0.025
H (-0.9723, 0.3641, 1.6466)  0.136
O (1.0167, -2.6559, -0.9023)  -0.328
C (0.4533, 2.9951, 0.9449)  -0.882
F (-1.0249, 1.6175, -6.1510)  -0.300
F (4.9073, 3.1789, -1.1390)  -0.318
Co (2.0029, -1.5497, 1.6106)  1.471
C (-1.4520, 3.7332, -0.2667)  -0.308
C (-2.0780, 0.7646, -2.2403)  -0.526
H (-1.4064, -3.0390, 0.7441)  0.326
H (-5.6434, -3.2631, 1.4967)  0.357
H (-5.6130, -0.7910, 1.8471)  0.424
F (2.3378, 3.9025, -0.9694)  -0.393
C (3.1489, -3.7213, 2.7945)  0.279
C (2.6201, 2.6273, -1.3564)  -0.339
F (1.1001, -0.4746, -2.5964)  -0.481
O (3.4834, 0.1295, 3.4407)  -0.337
F (-2.5483, 0.6010, -0.9709)  -0.192
C (-1.3315, 1.2845, -4.8755)  0.389
F (0.4830, 2.5622, -4.1316)  -0.353
F (1.2365, 4.2521, 2.8147)  -0.295
O (4.5177, -1.5485, 0.1650)  -0.369
C (1.4012, -2.2903, 0.1256)  -0.690
F (1.3017, 1.9530, 1.2748)  -0.148
C (-3.5133, -3.3972, 1.2206)  -0.674
F (-2.4960, 5.7808, 0.2733)  -0.288
O (4.2771, -3.8014, 3.0317)  -0.398

F_max (eV Å⁻¹): 4.84
Relative energy (zero: lowest compared OMol25 entry of this formula, charge and spin) (kJ/mol): 0.0

Molecular formula: C33H93F3N6O16Zr
Method: DFT, ωB97M-V/def2-TZVPD

Last column: Mulliken charge in e.
CARTESIAN COORDINATES (ANGSTROEM)
H (-8.5608, -4.6649, -17.5885)  0.440
H (-4.3100, -7.3870, -10.7299)  0.263
H (-6.1728, -6.9709, -9.0342)  0.402
H (-5.4578, -12.7636, -14.3352)  0.404
H (-3.5914, -7.5726, -14.5752)  0.105
F (-2.5382, -9.4827, -17.8515)  0.043
C (-3.8499, -6.4348, -17.4191)  1.136
H (-6.8346, -11.1978, -17.9953)  0.065
H (-0.5469, -13.0377, -17.4008)  0.278
H (-1.5841, -9.9678, -13.1972)  0.384
C (-0.8426, -13.4488, -18.3661)  -0.382
O (-0.1838, -14.7096, -18.5346)  -0.551
H (-10.0054, -7.4597, -16.8766)  0.214
H (-0.9207, -8.6907, -24.3623)  0.497
O (-4.8102, -0.1796, -17.8118)  -0.583
H (-0.6214, -12.7276, -19.1529)  0.141
H (-2.9969, -3.0373, -21.5103)  0.104
H (-4.6187, -4.7242, -20.9204)  0.270
H (1.2875, -9.6311, -18.5985)  0.430
H (0.7856, -6.2681, -15.2058)  0.501
C (-2.3355, -7.5615, -23.3648)  0.421
H (-6.9107, -3.9116, -17.7325)  -0.124
H (-4.1004, -2.5063, -20.6203)  0.282
C (-3.5551, -5.0172, -17.9635)  -0.678
O (-2.9161, -13.9411, -19.5958)  -0.543
C (0.1098, -3.8728, -22.7156)  0.702
H (-5.3265, -8.5384, -17.6366)  0.312
C (-0.2678, -7.9276, -16.3187)  0.889
O (-5.6921, -6.6261, -12.6855)  -0.242
C (-4.7091, -8.4483, -18.5304)  -0.300
O (-7.3407, -5.6553, -18.8279)  -0.631
H (-3.4340, -11.2610, -14.2326)  0.327
C (-0.8689, -8.2106, -23.3851)  -0.812
H (1.9624, -8.4201, -14.7148)  0.391
H (2.0838, -2.9946, -22.8464)  0.397
H (-2.3465, -7.9423, -21.4455)  -0.604
H (-0.2531, -14.9700, -19.4560)  0.327
C (-1.3034, -10.4228, -22.5479)  -0.528
H (-7.2255, -5.3535, -16.7941)  -0.061
H (-2.7197, -6.7285, -25.2630)  0.505
O (-4.0781, -7.1805, -18.6198)  1.211
H (-9.7603, -7.5190, -15.1437)  0.278
H (-0.3641, -5.7539, -18.9476)  0.467
H (-8.5622, -9.5710, -17.7241)  0.214
H (0.7935, -1.9048, -22.2730)  0.365
C (-0.1923, -6.3351, -19.8536)  -0.748
H (-5.4556, -5.3030, -14.4007)  0.416
C (0.4314, -4.5284, -21.2441)  -1.190
H (-3.4207, -5.8576, -23.9447)  0.313
H (-2.9980, -6.7309, -16.8070)  -0.595
H (-11.3240, -7.8346, -15.8052)  0.364
H (1.4711, -4.7887, -21.0456)  0.470
C (-2.3793, -13.7003, -18.2851)  0.172
O (-5.7639, -0.8116, -20.2913)  -0.609
H (-4.2005, -8.8722, -12.5292)  -0.370
H (-4.5361, -2.1736, -18.3646)  0.008
O (-5.3663, -10.8459, -13.5010)  -0.174
H (-7.1618, -12.8668, -17.3654)  0.335
H (-2.7685, -12.7442, -17.9351)  -0.118
H (-9.3484, -10.8256, -14.8015)  0.351
H (-1.0075, -8.6929, -16.0836)  0.118
C (0.2650, -7.2058, -15.0113)  0.010
H (-2.6641, -5.1545, -18.5762)  -0.204
H (-0.1430, -7.3988, -23.3367)  0.233
O (-8.3299, -11.2561, -16.5813)  -0.459
Zr (-6.8070, -6.7044, -20.7062)  1.718
O (-0.4475, -5.6588, -21.0596)  0.126
C (-3.9516, -10.8197, -13.3809)  -1.007
H (-6.4036, -6.7421, -14.6671)  -0.134
C (-2.5106, -6.3710, -24.2547)  -1.734
O (-0.5740, -9.1977, -22.4296)  -0.274
C (-4.6456, -6.3663, -10.5468)  0.665
C (-7.4914, -4.8339, -17.7146)  -0.072
H (-6.9430, -12.2611, -13.9559)  0.180
H (-4.0447, -6.0915, -21.2251)  0.280
H (-3.1071, -8.2691, -23.6682)  0.459
H (-0.9511, -7.1164, -19.8947)  -0.478
N (-0.8901, -6.6957, -14.2945)  -0.460
C (-4.7299, -5.7886, -12.0143)  -0.731
N (-1.2910, -3.5076, -22.8411)  -0.537
H (-3.5867, -11.4029, -12.5354)  0.478
H (-3.3325, -4.2165, -17.2581)  0.662
N (-2.6236, -7.1558, -22.0153)  -0.019
H (0.6483, -9.0991, -13.8122)  0.204
H (-2.3830, -10.2786, -22.5910)  0.213
C (-3.5877, -9.3713, -13.2798)  1.135
H (-0.9648, -10.9031, -23.4659)  0.367
H (-0.6415, -6.2264, -13.4354)  0.246
C (1.0988, -8.1512, -14.1065)  -1.381
O (-4.8661, -5.6430, -21.0245)  -0.002
H (-6.3658, -11.6485, -16.3488)  0.059
H (-6.1139, -5.2496, -9.5970)  0.429
H (-5.0653, -4.7537, -11.9460)  0.550
O (0.8508, -8.3901, -17.0906)  -0.480
H (-1.8282, -8.4734, -13.5945)  -0.025
H (-4.7288, -6.3882, -16.7761)  -0.165
H (-7.7904, -9.2169, -16.1978)  -0.136
H (-4.1843, -0.0049, -18.5184)  0.338
H (-7.3081, -0.7115, -19.0889)  0.472
H (-5.8268, -1.8211, -17.1931)  0.326
H (-1.7107, -5.6357, -24.3417)  0.248
C (-3.5848, -9.5781, -18.5681)  0.519
C (1.0358, -2.7168, -22.9585)  -1.644
C (-3.8324, -8.6355, -14.5906)  -0.703
H (-1.4114, -5.9843, -14.7867)  0.108
H (-1.4146, -3.1651, -23.7832)  0.258
H (-9.4784, -9.4001, -14.1539)  0.278
H (0.7019, -6.9376, -19.6942)  0.559
H (-3.2829, -9.0132, -15.4529)  -0.060
H (-6.9162, -2.2867, -19.4370)  0.017
H (-4.8861, -8.7391, -14.8495)  0.403
N (-9.9782, -10.0373, -14.7575)  -0.783
C (-6.1516, -5.9901, -13.9194)  -0.711
C (-9.9773, -9.5102, -16.1374)  0.261
H (1.0487, -2.4654, -24.0190)  0.443
N (-3.7084, -5.6171, -9.7276)  -0.763
O (-3.5635, -3.2827, -20.7788)  -0.447
H (-3.7143, -6.0262, -8.8042)  0.311
C (-5.3448, -1.4877, -18.1121)  0.001
H (-0.4335, -9.0867, -18.6922)  -0.059
H (-10.7538, -10.0180, -16.7096)  0.389
H (-6.8630, -6.5181, -10.5217)  0.233
H (-6.9794, -5.3116, -13.7132)  0.532
C (-6.0123, -6.2982, -9.8766)  -1.514
H (0.2129, -3.7398, -20.5240)  0.445
H (-5.8866, -12.6376, -12.5715)  0.348
C (-8.5569, -9.8342, -16.6664)  0.097
H (-1.9581, -6.4267, -21.8016)  0.602
H (-6.1264, -7.5536, -23.3788)  0.321
F (-3.1617, -9.7368, -19.8416)  -0.389
H (-0.7629, -7.1525, -16.9038)  -0.640
C (0.3843, -9.3895, -18.0381)  -0.706
H (-1.1654, -11.0405, -21.6604)  0.101
C (-5.9336, -12.1698, -13.5548)  -0.952
H (-6.1660, -8.7661, -22.4732)  0.322
C (-7.1084, -11.8035, -17.1315)  -0.295
H (0.2563, -4.6098, -23.5052)  0.128
H (-4.3814, -4.7314, -18.6143)  -0.328
H (1.3195, -7.5743, -13.2084)  0.448
H (0.2352, -10.3301, -17.5079)  0.456
H (-2.7026, -14.5103, -17.6313)  0.414
C (-6.4261, -1.3415, -19.2034)  -0.291
H (-5.9984, 0.1136, -20.3938)  0.369
C (-10.2624, -8.0147, -15.9744)  -1.217
H (-2.8040, -5.9305, -10.0501)  0.272
H (-1.8580, -4.3424, -22.8009)  -0.064
H (-3.7613, -5.8241, -12.5130)  0.105
N (-2.1913, -9.1899, -12.9822)  -0.670
O (-5.6273, -8.3061, -19.5826)  -0.640
O (-6.1644, -7.8090, -22.4571)  -0.488
H (-3.7764, -14.3657, -19.5609)  0.282
F (-4.0807, -10.7536, -18.2603)  -0.232

F_max (eV Å⁻¹): 10.37
Charge: +2

no.,calculated total energy (eV),HOMO energy (eV)
1,-79023.9778,-8.458
2,-163319.8136,-7.800
3,-86839.5612,-11.964